This record from OMol25 describes a structure of composition CN2O5 in a non-equilibrium geometry. The level of theory is ωB97M-V/def2-TZVPD.

```
8
Properties=species:S:1:pos:R:3:nbo_charge:R:1
C 0.70 -0.22 -0.24 0.7695
N -1.75 0.05 0.16 0.7707
N 2.05 0.34 -0.38 0.1041
O -0.16 0.76 -0.17 -0.5385
O -2.63 0.71 -0.16 -0.1807
O 0.51 -1.38 -0.43 -0.5576
O 2.73 0.67 0.53 -0.2041
O -1.45 -0.93 0.68 -0.1632
```

Values from the calculation:
E ... -14246.7418 eV
E_HOMO ... -9.43 eV
HOMO-LUMO gap ... 0.28964 Eh
Net charge ... 0
Spin multiplicity ... 1
Lowest unoccupied orbital energy ... -0.0571 Ha
Energy relative to the best compared isomer or geometry (same formula, charge and spin) ... 48.77 kcal per mole

---

This record from OMol25 describes the ion CN2O5P with charge -1 in a non-equilibrium geometry. The level of theory is ωB97M-V/def2-TZVPD.

```
9
Properties=species:S:1:pos:R:3:nbo_charge:R:1
C -1.27 0.85 -0.01 -0.1351
N -1.80 1.87 -0.03 -0.3418
N 1.54 0.23 -0.14 0.7499
O 0.69 -0.49 -0.89 -0.6110
O -0.42 -1.07 1.45 -1.0984
O 2.61 -0.19 0.07 -0.3844
O -1.64 -1.66 -0.76 -1.0904
O 1.08 1.24 0.20 -0.3682
P -0.78 -0.79 0.10 2.2795
```

Values from the calculation:
E ... -23543.4904 eV
E_HOMO ... -6.74 eV
HOMO-LUMO gap ... 0.39366 Eh
Net charge ... -1
Spin multiplicity ... 1
SMILES ... N#C[P@@](=O)([O-])O[N+](=O)[O-]
Lowest unoccupied orbital energy ... 0.1461 Ha
Energy relative to the best compared isomer or geometry (same formula, charge and spin) ... 7.85 kcal per mole

---

This record from OMol25 describes a cluster of 2 separate species, CN2O5S in total in a non-equilibrium geometry. The level of theory is ωB97M-V/def2-TZVPD.

```
9
Properties=species:S:1:pos:R:3:nbo_charge:R:1
C -1.98 -0.23 -1.32 -0.0476
N -2.78 0.28 -1.96 -0.2890
N 2.38 1.23 1.19 0.6956
O -0.13 0.36 0.21 -0.8571
O 1.61 0.40 1.37 0.0533
O 0.18 -1.72 -0.98 -0.9377
O -1.27 -1.60 0.98 -0.9036
O 2.70 2.21 0.65 -0.0880
S -0.72 -0.92 -0.14 2.3740
```

Values from the calculation:
E ... -25081.4921 eV
E_HOMO (spin up / spin down) ... -10.51 / -10.56 eV
HOMO-LUMO gap (spin up / spin down) ... 0.19727 / 0.22735 Eh
Net charge ... 0
Spin multiplicity ... 1
Lowest unoccupied orbital energy (spin up / spin down) ... -0.1890 / -0.1609 Ha
Energy relative to the best compared isomer or geometry (same formula, charge and spin) ... 43.26 kcal per mole